The following is a quantum chemistry calculation of a cluster of 2 separate species, C3H9N3 in total at a distorted geometry, from the OMol25 dataset.

Geometry as ORCA input:
```
! wB97M-V def2-TZVPD RIJCOSX def2/J DEFGRID3
* xyz 0 1
C -3.81284 -1.89074 -1.86991
C -3.14239 -1.82727 0.34191
N -3.89657 -2.37609 -0.50038
H -3.87748 -2.75402 -2.53747
H -4.69296 -1.29660 -2.13514
H -2.93463 -1.27295 -2.10409
H -3.17071 -2.19110 1.36348
H -2.48169 -0.98173 0.19372
N 4.07728 2.60225 1.96729
C 4.12993 2.10035 0.70753
N 3.29262 1.22403 0.31855
H 4.70899 3.33937 2.21283
H 3.58421 1.99051 2.59863
H 4.74747 2.62920 -0.03053
H 3.46878 0.70479 -0.52641
*
```

Values from the calculation:
frontier orbital gap: 10.2 eV
E_HOMO: -9.1 eV
LUMO: 1.1 eV
structure (SMILES): [H]/N=C/N.C=NC

Results of the Mulliken charge analysis, in e, for atoms 1 through 4: number 1, C, carries -0.663; number 2, C, carries -0.205; number 3, N, carries -0.389; number 4, H, carries 0.242